The following is a DFT calculation (ωB97M-V/def2-TZVPD) of 2 unconnected molecules or ions with the total composition CH3F2NO.

```
! RIJCOSX wB97M-V def2-TZVPD def2/J DEFGRID3
* xyz 0 1
C -1.036 0.718 -0.156
N -1.482 -0.399 -0.122
O 1.695 -1.097 0.044
F -0.522 1.304 -1.164
F -1.038 1.594 0.816
H 1.516 -0.099 0.039
H -1.758 -0.879 0.784
H 2.626 -1.143 -0.242
*
```

Output
Gap between HOMO and LUMO (Eh): 0.438
Max |F| (eV/A): 3.9
M (g/mol): 83.0
HOMO level (hartree): -0.4152
ΔE to the lowest compared entry with this formula, charge and spin (kJ/mol): 167.7


The following is a DFT calculation (ωB97M-V/def2-TZVPD) of a molecular structure, C25H24AsBrN2O8RuSSi.

```
! RIJCOSX wB97M-V def2-TZVPD def2/J DEFGRID3
* xyz 0 1
Ru -0.156 0.240 -0.521
Br 3.096 -6.155 0.633
C 2.003 -4.611 0.664
C 0.610 -4.753 0.723
C -0.213 -3.653 0.741
C 0.338 -2.363 0.666
O -0.443 -1.307 0.711
C 1.738 -2.234 0.637
C 2.266 -0.926 0.828
N 1.579 0.144 0.658
C 2.081 1.421 0.996
C 3.355 1.758 1.359
C 3.643 3.087 1.734
C 2.671 4.047 1.766
C 1.346 3.722 1.393
C 0.258 4.624 1.405
C -0.977 4.190 1.026
C -1.145 2.865 0.581
N -0.149 2.010 0.556
C 1.081 2.409 0.984
C 2.569 -3.366 0.647
H 0.181 -5.746 0.748
H -1.288 -3.755 0.770
H 3.277 -0.841 1.220
H 4.157 1.034 1.362
H 4.658 3.339 2.008
H 2.903 5.060 2.068
H 0.419 5.650 1.713
H -1.834 4.847 1.021
H -2.103 2.526 0.212
H 3.645 -3.246 0.638
O -3.604 1.929 -1.359
As -2.392 1.822 -2.640
O -2.430 3.155 -3.551
O -0.898 1.523 -1.897
C -2.892 0.253 -3.656
C -3.441 0.522 -4.902
C -3.847 -0.517 -5.730
C -3.710 -1.832 -5.317
C -3.159 -2.116 -4.075
C -2.749 -1.074 -3.258
S -1.990 -1.498 -1.720
O -2.360 -0.419 -0.755
O -2.402 -2.822 -1.381
O -0.509 -1.326 -1.915
H -3.646 1.059 -0.932
H -3.537 1.555 -5.214
H -4.272 -0.293 -6.699
H -4.029 -2.643 -5.958
H -3.047 -3.135 -3.731
C 2.730 -1.289 -3.160
Si 1.881 0.382 -3.139
C 3.130 1.737 -3.465
C 0.604 0.404 -4.497
O 1.404 0.673 -1.587
H 3.174 -1.510 -4.135
H 2.014 -2.081 -2.928
H 3.531 -1.332 -2.416
H 3.645 1.583 -4.416
H 3.886 1.774 -2.677
H 2.638 2.712 -3.506
H 1.141 0.257 -5.441
H 0.065 1.349 -4.566
H -0.112 -0.414 -4.399
*
```

Output
Gap between HOMO and LUMO (Eh): 0.251
Max |F| (eV/A): 0.5
M (g/mol): 796.5
HOMO level (hartree): -0.3061
ΔE to the lowest compared entry with this formula, charge and spin (kJ/mol): 0.0


The following is a DFT calculation (ωB97M-V/def2-TZVPD) of 2 unconnected molecules or ions with the total composition C2H3ClFNOS.

```
! RIJCOSX wB97M-V def2-TZVPD def2/J DEFGRID3
* xyz 0 1
C -0.840 -0.898 -1.192
C -0.273 -0.041 1.032
N -0.563 0.068 -0.339
O -1.159 -2.045 -0.898
F -0.713 -0.529 -2.510
S 1.730 1.597 -1.097
Cl 2.461 1.887 0.694
H -0.973 -0.649 1.646
H 0.640 -0.461 1.135
H -0.312 1.071 1.528
*
```

Output
Gap between HOMO and LUMO (spin up / spin down) (Eh): 0.221 / 0.219
Max |F| (eV/A): 4.5
M (g/mol): 143.6
HOMO level (spin up / spin down) (hartree): -0.3635 / -0.3617
ΔE to the lowest compared entry with this formula, charge and spin (kJ/mol): 401.0


The following is a DFT calculation (ωB97M-V/def2-TZVPD) of a molecular structure, C6H8Br12Cl4.

```
! RIJCOSX wB97M-V def2-TZVPD def2/J DEFGRID3
* xyz -1 2
C 24.114 -28.872 -1.228
Cl 24.525 -27.418 -0.335
Cl 25.035 -28.796 -2.733
H 24.465 -29.726 -0.649
H 23.041 -28.888 -1.419
C 22.313 -25.556 -2.783
Cl 23.701 -25.161 -3.797
Cl 21.577 -27.057 -3.443
H 22.632 -25.786 -1.766
H 21.544 -24.792 -2.899
C 17.682 -26.730 0.854
Br 18.312 -27.281 2.729
Br 16.744 -25.000 0.908
Br 16.596 -28.067 -0.058
H 18.543 -26.500 0.227
C 19.417 -22.210 3.348
Br 18.673 -20.506 4.118
Br 19.625 -22.142 1.363
Br 18.223 -23.718 3.872
H 20.391 -22.371 3.810
C 22.714 -21.795 -2.247
Br 21.453 -20.474 -1.370
Br 24.596 -21.028 -1.976
Br 22.363 -22.141 -4.156
H 22.651 -22.749 -1.723
C 22.507 -25.074 1.704
Br 22.822 -23.303 0.809
Br 21.334 -26.302 0.677
Br 21.881 -24.947 3.567
H 23.503 -25.516 1.701
*
```

Output
Expectation value of S²: 0.755
Gap between HOMO and LUMO (spin up / spin down) (Eh): 0.133 / 0.300
Max |F| (eV/A): 2.1
M (g/mol): 1180.8
HOMO level (spin up / spin down) (hartree): -0.0703 / -0.2364


The following is a DFT calculation (ωB97M-V/def2-TZVPD) of a gas-phase ion, C4H10N3S (charge +1).

```
! RIJCOSX wB97M-V def2-TZVPD def2/J DEFGRID3
* xyz 1 1
C -0.075 0.067 -0.089
C -0.006 0.159 -1.529
C 0.642 -1.037 1.930
C -2.065 2.178 -0.315
N 2.246 -2.302 -0.014
N 1.690 -1.222 -0.319
N 0.678 -0.812 0.540
S -0.994 1.228 0.696
H -0.186 -0.882 -1.929
H -0.759 0.675 -2.041
H 0.918 0.575 -1.920
H 1.155 -0.379 2.595
H 1.167 -1.940 2.042
H -0.355 -1.036 2.389
H -2.351 2.853 0.521
H -3.056 1.653 -0.593
H -1.617 2.654 -1.209
H 2.967 -2.433 -0.756
*
```

Output
Gap between HOMO and LUMO (Eh): 0.337
Max |F| (eV/A): 3.6
M (g/mol): 132.2
HOMO level (hartree): -0.5162
ΔE to the lowest compared entry with this formula, charge and spin (kJ/mol): 312.0


The following is a DFT calculation (ωB97M-V/def2-TZVPD) of a molecular structure, C3H11NO2.

```
! RIJCOSX wB97M-V def2-TZVPD def2/J DEFGRID3
* xyz 0 1
C -1.641 -0.085 -0.759
C -0.633 -0.821 0.280
C 1.091 -1.238 1.131
N 0.700 -0.305 0.228
H -2.735 -0.118 -0.567
H -1.382 1.012 -0.708
H -1.396 -0.450 -1.786
H -0.621 -1.837 -0.112
H -1.095 -0.832 1.432
H 1.631 -2.191 0.925
H 1.240 -1.013 2.229
H 1.269 0.760 -1.537
H 2.034 0.476 -2.719
O 1.689 1.262 -2.227
H 0.122 1.109 0.941
H 0.089 2.431 1.916
O -0.361 1.838 1.332
*
```

Output
Gap between HOMO and LUMO (Eh): 0.264
Max |F| (eV/A): 4.6
M (g/mol): 93.1
HOMO level (hartree): -0.3196
ΔE to the lowest compared entry with this formula, charge and spin (kJ/mol): 475.7


Copy entry 4 word for word.
The following is a DFT calculation (ωB97M-V/def2-TZVPD) of a molecular structure, C6H8Br12Cl4.

```
! RIJCOSX wB97M-V def2-TZVPD def2/J DEFGRID3
* xyz -1 2
C 24.114 -28.872 -1.228
Cl 24.525 -27.418 -0.335
Cl 25.035 -28.796 -2.733
H 24.465 -29.726 -0.649
H 23.041 -28.888 -1.419
C 22.313 -25.556 -2.783
Cl 23.701 -25.161 -3.797
Cl 21.577 -27.057 -3.443
H 22.632 -25.786 -1.766
H 21.544 -24.792 -2.899
C 17.682 -26.730 0.854
Br 18.312 -27.281 2.729
Br 16.744 -25.000 0.908
Br 16.596 -28.067 -0.058
H 18.543 -26.500 0.227
C 19.417 -22.210 3.348
Br 18.673 -20.506 4.118
Br 19.625 -22.142 1.363
Br 18.223 -23.718 3.872
H 20.391 -22.371 3.810
C 22.714 -21.795 -2.247
Br 21.453 -20.474 -1.370
Br 24.596 -21.028 -1.976
Br 22.363 -22.141 -4.156
H 22.651 -22.749 -1.723
C 22.507 -25.074 1.704
Br 22.822 -23.303 0.809
Br 21.334 -26.302 0.677
Br 21.881 -24.947 3.567
H 23.503 -25.516 1.701
*
```

Output
Expectation value of S²: 0.755
Gap between HOMO and LUMO (spin up / spin down) (Eh): 0.133 / 0.300
Max |F| (eV/A): 2.1
M (g/mol): 1180.8
HOMO level (spin up / spin down) (hartree): -0.0703 / -0.2364


Q: Among the records above, which one has the lowest M?
A: CH3F2NO


Q: The highest max |F| belongs to which entry?
A: C3H11NO2


Q: Which formula does entry 3 have?
A: C2H3ClFNOS